1.
{
  "formula": "C2H7S2",
  "method": "ωB97M-V with the def2-TZVPD basis set",
  "de_lowest_ev": 0.7397,
  "charge": -1,
  "orbital_gap_ev": 5.76,
  "energy_ha": -876.782806,
  "species": ["H", "H", "H", "C", "C", "H", "H", "S", "H", "H", "S"],
  "xyz": [[1.712, -0.552, -2.157], [-1.039, 1.146, 0.687], [-0.846, 1.360, 2.471], [-0.212, -1.320, -0.914], [-0.375, 1.462, 1.494], [-0.187, -2.214, -0.301], [0.202, -0.460, -0.380], [0.859, -1.550, -2.380], [-0.194, 2.546, 1.291], [-1.199, -1.087, -1.314], [1.280, 0.669, 1.503]],
  "forces_ev_per_a": [[0.10, 0.16, 0.20], [-0.14, -0.38, 0.08], [-0.27, 0.00, -0.10], [0.18, 0.39, -0.86], [0.92, 1.19, -0.21], [-0.09, 0.09, 0.07], [-0.05, -0.23, 0.38], [-0.09, -0.34, -0.15], [-0.39, -0.56, 0.33], [-0.09, -0.19, 0.33], [-0.09, -0.13, -0.08]]
}



2.
{
  "formula": "C3H5NOS",
  "method": "ωB97M-V with the def2-TZVPD basis set",
  "de_lowest_ev": 7.7876,
  "charge": 0,
  "orbital_gap_ev": 8.74,
  "energy_ha": -645.225488,
  "species": ["N", "H", "H", "H", "C", "C", "H", "C", "H", "S", "O"],
  "xyz": [[-1.344, -0.995, 0.293], [-3.289, -1.597, 0.706], [1.687, 1.292, 1.225], [1.515, 1.793, -0.686], [1.830, 1.041, 0.099], [0.986, -0.314, -0.045], [2.907, 0.515, 0.013], [-2.537, -0.566, -0.123], [-2.868, 0.623, -1.069], [1.546, -1.833, -0.136], [-0.434, 0.041, -0.277]],
  "forces_ev_per_a": [[-2.91, 4.01, -3.07], [1.37, 3.56, -3.06], [0.17, 0.26, -2.12], [0.59, -0.80, 1.26], [0.68, -3.60, 1.02], [-1.84, 1.63, -1.25], [-2.15, 2.11, -0.09], [0.55, -2.66, 2.24], [1.04, -3.85, 3.14], [-0.40, 1.01, 0.38], [2.90, -1.67, 1.55]]
}



3.
{
  "formula": "C3H4N2O4P",
  "method": "ωB97M-V with the def2-TZVPD basis set",
  "de_lowest_ev": 1.8776,
  "charge": -1,
  "orbital_gap_ev": 9.50,
  "energy_ha": -868.589836,
  "species": ["N", "N", "C", "H", "H", "O", "C", "O", "C", "H", "H", "O", "P", "O"],
  "xyz": [[-2.338, 1.162, 0.081], [2.043, 0.880, -0.820], [-0.693, -0.443, 0.123], [-2.210, -2.152, 0.259], [1.741, 0.510, -1.646], [2.162, -0.303, 1.571], [-1.862, -1.053, 0.318], [2.089, -1.706, -0.488], [-1.055, 0.976, 0.035], [0.772, 1.457, -0.293], [0.350, -0.737, 0.513], [-0.212, 1.931, 0.019], [2.041, -0.361, 0.121], [-2.827, -0.161, 0.205]],
  "forces_ev_per_a": [[-0.38, -0.90, -0.13], [-0.12, 2.18, 2.91], [2.30, 0.85, 1.65], [0.75, 2.06, 0.60], [-0.67, -0.99, -3.37], [-0.02, 1.20, 1.20], [-0.65, -1.99, -1.35], [0.00, -0.17, -0.66], [0.01, -1.61, 0.60], [-0.65, 1.43, 0.22], [-3.25, -0.37, -0.64], [2.36, 0.69, -0.79], [2.61, -2.53, -0.41], [-2.28, 0.15, 0.17]]
}



Number 1: molecular weight 95.212 g/mol, F_max 1.52 eV/A. Number 2: molecular weight 103.146 g/mol, F_max 5.83 eV/A. Number 3: molecular weight 163.049 g/mol, F_max 3.66 eV/A.